Model one:
This record from the Open Molecules 2025 dataset describes one molecule with the formula C2H3N3O. The level of theory is ωB97M-V/def2-TZVPD.

charge	0
gap between HOMO and LUMO	10.24	eV

Cartesian coordinates (Å):
N1 -0.04202 1.65135 -0.40854
C1 0.12790 0.33088 -0.19554
N2 -0.30754 -0.29585 0.96223
C2 -0.21123 -1.55109 0.63915
O1 0.54070 -1.74582 -0.43232
N3 0.65145 -0.50616 -1.05621
H1 0.07357 1.98465 -1.35126
H2 -0.69450 2.13005 0.18646
H3 -0.13833 -1.99801 1.65604

Model two:
This record from the Open Molecules 2025 dataset describes one molecule with the formula C2H3N3O. The level of theory is ωB97M-V/def2-TZVPD.

charge	0
gap between HOMO and LUMO	10.17	eV

Cartesian coordinates (Å):
O1 1.40474 -0.28848 1.38498
C1 0.33650 -0.27970 0.56309
N1 -0.84022 -0.83248 0.71164
N2 -1.59586 -0.44193 -0.40477
C2 -0.84609 0.33385 -1.14312
N3 0.45628 0.42782 -0.60615
H1 1.29713 -1.01474 2.01642
H2 -1.12560 0.81207 -2.09232
H3 0.98646 1.30554 -0.47370

Energetically preferred structure: model two | next structure: +28.3 kcal/mol

Model one:
This record from the Open Molecules 2025 dataset describes one molecule with the formula C2H3N3O. The level of theory is ωB97M-V/def2-TZVPD.

charge	0
gap between HOMO and LUMO	10.96	eV

Cartesian coordinates (Å):
H1 -0.88739 -1.40080 -1.09968
N1 -1.41217 -1.21195 -0.07994
C1 -0.64711 -0.21646 0.26352
C2 -0.47168 0.23747 1.66235
N2 -0.04185 0.45666 2.75599
N3 0.41605 0.69678 -0.20850
O1 0.74765 0.15594 -1.48253
H2 1.47342 0.41077 0.30236
H3 0.82308 0.87159 -2.11357

Model two:
This record from the Open Molecules 2025 dataset describes one molecule with the formula C2H3N3O. The level of theory is ωB97M-V/def2-TZVPD.

charge	0
gap between HOMO and LUMO	12.05	eV

Cartesian coordinates (Å):
C1 -1.33006 0.01004 0.01979
C2 0.16390 -0.06338 0.02784
N1 0.98076 0.86621 -0.65454
N2 2.17371 0.53256 -0.44715
O1 2.25521 -0.53549 0.30953
N3 0.80758 -0.97167 0.65525
H1 -1.61573 0.96655 0.46108
H2 -1.65823 -0.07540 -1.01744
H3 -1.82088 -0.78388 0.59395

Energetically preferred structure: model two | next structure: +38.3 kcal/mol

Model one:
This record from the Open Molecules 2025 dataset describes one molecule with the formula C2H3N3O. The level of theory is ωB97M-V/def2-TZVPD.

charge	0
gap between HOMO and LUMO	10.37	eV

Cartesian coordinates (Å):
O1 -0.90289 -0.65000 1.68916
C1 -0.42668 -0.16336 0.52309
C2 0.86544 -0.24846 0.09396
N1 0.76145 0.28176 -1.20278
N2 -0.48910 0.67192 -1.44134
N3 -1.22059 0.39038 -0.41737
H1 -1.49933 0.00474 2.07708
H2 1.56974 -0.85098 0.67187
H3 1.34196 0.56400 -1.99368

Model two:
This record from the Open Molecules 2025 dataset describes one molecule with the formula C2H3N3O. The level of theory is ωB97M-V/def2-TZVPD.

charge	0
gap between HOMO and LUMO	10.26	eV

Cartesian coordinates (Å):
H1 -2.32473 0.51992 -0.75368
N1 -1.44904 0.48406 -1.34119
C1 -0.59374 0.22951 -0.50137
N2 -0.34279 -0.70913 0.56613
N3 0.88474 -0.58969 1.12794
C2 1.52205 -0.06188 0.18278
O1 0.72731 0.64393 -0.87351
H2 -0.95357 -0.63745 1.44388
H3 2.52976 0.12073 0.14902

Energetically preferred structure: model one | next structure: +25.7 kcal/mol

Model one:
This record from the Open Molecules 2025 dataset describes a 2-piece molecular cluster, C5H10Cl2N6 overall. The level of theory is ωB97M-V/def2-TZVPD.

charge	+2
gap between HOMO and LUMO	8.89	eV

Cartesian coordinates (Å):
C1 0.17725 -0.19271 -0.97949
C2 -2.67462 1.66468 0.20263
C3 -0.98860 0.26307 -0.14977
C4 3.07923 0.70280 0.71229
C5 -1.85596 -0.34504 0.81083
N1 -1.57807 1.47054 -0.44851
N2 0.63848 -1.36368 -0.76150
N3 2.27721 1.09826 -0.19991
N4 -2.82336 0.61631 1.03692
N5 -1.82988 -1.52055 1.43406
N6 1.84503 -1.77833 -1.43402
Cl1 4.12138 -0.66351 0.35750
Cl2 1.37826 2.52696 0.13951
H1 0.46596 0.51196 -1.75457
H2 -3.23756 2.62093 0.38158
H3 3.34699 1.25171 1.59957
H4 -1.11182 2.14615 -0.95746
H5 -3.52150 0.54431 1.73720
H6 -2.75552 -1.72679 1.82582
H7 -1.36480 -2.31180 0.94148
H8 1.73620 -2.78305 -1.67699
H9 2.65898 -1.64650 -0.62445
H10 2.01672 -1.08573 -2.19273

Model two:
This record from the Open Molecules 2025 dataset describes an isolated ion of composition C5H10Cl2N6 and charge +2. The level of theory is ωB97M-V/def2-TZVPD.

charge	+2
gap between HOMO and LUMO	9.42	eV

Cartesian coordinates (Å):
N1 -0.46871 1.96998 1.02907
C1 -0.33134 0.58255 0.95384
N2 -0.97801 -0.13994 2.13602
C2 -2.04084 -0.78610 1.70665
N3 -2.19361 -0.79712 0.42920
C3 -1.07215 -0.17113 -0.15807
C4 -0.42175 -0.42183 -1.28352
N4 0.78112 0.20783 -1.39115
N5 1.49998 -0.19313 -2.58243
C5 1.60523 -0.18331 -0.30809
Cl1 1.84554 -2.08147 -0.43952
N6 1.04714 0.16198 0.91477
Cl2 2.00410 0.76076 2.24696
H1 0.02471 2.40812 1.80349
H2 -1.34460 2.39454 0.74789
H3 -0.82712 0.23737 3.11043
H4 -2.77518 -1.22266 2.32697
H5 -3.10243 -0.95176 -0.07417
H6 -0.88118 -0.97604 -2.16811
H7 0.75284 -0.51777 -3.24895
H8 2.13646 -0.93796 -2.34151
H9 1.98845 0.52620 -3.06502
H10 2.75136 0.13090 -0.34475

Energetically preferred structure: model one | next structure: +27.4 kcal/mol

Model one:
This record from the Open Molecules 2025 dataset describes a 2-piece molecular cluster, C3H10NOS overall. The level of theory is ωB97M-V/def2-TZVPD.

charge	-1
gap between HOMO and LUMO	6.97	eV

Cartesian coordinates (Å):
C1 -0.42935 -1.89574 -0.13953
C2 -0.83160 -0.58899 -0.83981
C3 -0.75032 0.69773 -0.00442
S1 0.95848 1.08880 0.45764
N1 -0.32195 -0.42130 -2.19705
H1 -1.02884 -2.11548 0.74682
H2 0.57856 -1.60060 0.15855
H3 -0.44673 -2.76494 -0.79528
H4 -1.95385 -0.72479 -1.10095
H5 -1.35733 1.41815 -0.57013
H6 -1.35504 0.63820 0.92384
H7 0.27390 0.41068 -2.15323
H8 0.29533 -1.15327 -2.53283
H9 2.74653 2.62461 2.41839
H10 1.56455 1.86525 2.53556
O1 2.05766 2.52167 3.09243

Model two:
This record from the Open Molecules 2025 dataset describes a 2-piece molecular cluster, C3H10NOS overall. The level of theory is ωB97M-V/def2-TZVPD.

charge	-1
gap between HOMO and LUMO	6.47	eV

Cartesian coordinates (Å):
C1 -1.64144 -1.14636 1.18115
S1 -2.54410 0.39793 1.10548
C2 -1.30965 1.65314 0.42399
H1 -1.08765 -1.30911 0.22877
H2 -2.34579 -1.88047 1.55322
H3 -0.93539 -1.07524 1.93103
H4 -1.53861 1.71645 -0.65189
H5 -1.33636 2.55690 1.05496
H6 -0.33684 1.15166 0.63094
N1 2.68563 -0.07080 -0.80867
C3 1.29764 -0.46696 -1.27034
O1 0.58644 -1.07448 -0.34367
H7 3.22073 0.75169 -0.55051
H8 3.08462 -1.01608 -0.61218
H9 0.85503 0.65974 -1.58867
H10 1.34574 -0.84801 -2.28360

Energetically preferred structure: model one | next structure: +55.2 kcal/mol

Model one:
This record from the Open Molecules 2025 dataset describes a 2-piece molecular cluster, C3H10NOS overall. The level of theory is ωB97M-V/def2-TZVPD.

charge	-1
gap between HOMO and LUMO	6.52	eV

Cartesian coordinates (Å):
C1 -0.96251 -1.52290 0.90298
S1 -2.11637 -0.13157 1.06142
C2 -1.33435 0.98353 -0.13163
H1 -0.67164 -1.61868 -0.13742
H2 -0.06624 -1.33724 1.48748
H3 -1.44919 -2.43095 1.26206
H4 -1.37962 2.00232 0.25942
H5 -1.85047 0.93617 -1.08848
H6 -0.29786 0.65647 -0.30530
N1 3.10488 0.96294 -0.55310
C3 2.00469 0.40186 -1.41446
O1 1.20817 -0.47954 -0.81607
H7 3.54266 0.13682 -0.14653
H8 2.62610 1.37727 0.24486
H9 2.55163 0.01465 -2.30769
H10 1.47513 1.31578 -1.79279

Model two:
This record from the Open Molecules 2025 dataset describes a 2-piece molecular cluster, C3H10NOS overall. The level of theory is ωB97M-V/def2-TZVPD.

charge	-1
gap between HOMO and LUMO	5.93	eV

Cartesian coordinates (Å):
C1 0.38381 1.33098 0.80713
C2 1.78141 0.79361 0.93952
S1 3.06097 1.59178 -0.06341
H1 -0.29616 0.82488 1.48193
H2 0.41272 2.43270 0.90072
H3 0.08717 1.26160 -0.23485
H4 1.77539 -0.23152 0.54615
H5 2.09873 0.71319 1.97617
H6 3.96220 0.67236 0.21938
N1 -2.76428 -1.60838 -1.39669
C3 -1.28723 -1.41858 -0.83042
O1 -1.19108 -0.87864 0.36207
H7 -2.99005 -0.61250 -1.54708
H8 -3.29494 -1.62428 -0.51472
H9 -0.84917 -0.80272 -1.65957
H10 -0.88949 -2.44448 -0.98633

Energetically preferred structure: model one | next structure: +14.2 kcal/mol

Model one:
This record from the Open Molecules 2025 dataset describes a 2-piece molecular cluster, C3H10NOS overall. The level of theory is ωB97M-V/def2-TZVPD.

charge	-1
gap between HOMO and LUMO	6.00	eV

Cartesian coordinates (Å):
C1 -0.56399 0.43116 1.78038
C2 -1.09231 1.36960 0.71170
S1 -1.24887 3.09661 1.32594
H1 -1.31929 0.33480 2.55282
H2 0.28211 0.93663 2.26155
H3 -0.20432 -0.49394 1.35163
H4 -0.43479 1.35751 -0.14509
H5 -2.07366 1.06989 0.35185
H6 -1.00298 2.81620 2.61154
N1 1.19103 -1.98920 -2.69788
C3 1.28655 -1.23447 -1.37796
O1 0.10476 -0.83089 -0.90257
H7 0.93777 -2.93920 -2.45034
H8 0.33185 -1.58059 -3.05692
H9 1.83006 -1.94342 -0.70330
H10 1.97607 -0.40068 -1.61334

Model two:
This record from the Open Molecules 2025 dataset describes a 2-piece molecular cluster, C3H10NOS overall. The level of theory is ωB97M-V/def2-TZVPD.

charge	-1
gap between HOMO and LUMO	5.30	eV

Cartesian coordinates (Å):
C1 1.30441 -0.60897 0.26396
N1 -0.02154 -0.52158 -0.14355
C2 -0.79579 0.35968 0.87373
C3 -0.15422 1.78311 0.81910
S1 -1.44062 2.73549 1.63761
H1 1.30406 -1.14488 1.40413
H2 1.97518 0.25476 -0.05965
H3 2.09210 -1.15776 -0.35223
H4 -0.09631 -0.23941 -1.13685
H5 -1.84388 0.34615 0.67572
H6 -0.81285 -0.05594 1.89134
H7 0.06800 2.17571 -0.18132
H8 0.63038 1.82875 1.54582
H9 -1.19755 -2.27280 -1.86093
H10 -0.04752 -1.81171 -2.77956
O1 -0.96385 -1.67061 -2.59732

Model three:
This record from the Open Molecules 2025 dataset describes a 2-piece molecular cluster, C3H10NOS overall. The level of theory is ωB97M-V/def2-TZVPD.

charge	-1
gap between HOMO and LUMO	6.59	eV

Cartesian coordinates (Å):
C1 0.80852 -1.00201 1.67131
C2 0.68347 -2.13715 0.62467
S1 1.64902 -1.95059 -0.91638
H1 1.62933 -0.36360 1.33998
H2 -0.12551 -0.44860 1.72226
H3 1.13653 -1.41656 2.62783
H4 -0.38252 -2.24791 0.40864
H5 0.99291 -3.10006 1.03719
H6 0.42152 -0.26447 -1.23678
N1 -1.55003 2.25985 -1.62732
C3 -0.75809 1.47871 -0.68937
O1 -0.21910 0.47491 -1.44839
H7 -0.87083 2.57295 -2.30200
H8 -2.00668 3.03805 -1.17769
H9 -1.40518 1.05281 0.09230
H10 -0.00335 2.05367 -0.12625

Model four:
This record from the Open Molecules 2025 dataset describes a 2-piece molecular cluster, C3H10NOS overall. The level of theory is ωB97M-V/def2-TZVPD.

charge	-1
gap between HOMO and LUMO	6.16	eV

Cartesian coordinates (Å):
C1 -1.41985 2.61095 -0.06991
C2 -0.56188 1.44796 0.44922
S1 -0.12276 1.64017 2.22331
H1 -1.20511 2.88405 -1.10135
H2 -1.26166 3.49480 0.55659
H3 -2.47151 2.36620 0.03432
H4 -1.11951 0.52743 0.38150
H5 0.27960 1.21452 -0.17592
H6 -0.27378 0.32642 2.42856
N1 1.98123 -2.24769 -0.17671
C3 0.69803 -2.14085 -1.02139
O1 -0.02895 -1.09291 -0.74419
H7 1.65092 -2.66877 0.69908
H8 2.54325 -3.04393 -0.50276
H9 1.12326 -2.17884 -2.06576
H10 0.18873 -3.13952 -0.91459

Energetically preferred structure: model three | next structure: +11.8 kcal/mol

Model one:
This record from the Open Molecules 2025 dataset describes one molecule with the formula C5H10O3. The level of theory is ωB97M-V/def2-TZVPD.

charge	0
gap between HOMO and LUMO	11.14	eV

Cartesian coordinates (Å):
O1 -1.81877 -1.75624 -0.33319
C1 -1.46550 -0.95504 0.48854
O2 -2.33249 -0.11425 1.08939
C2 -0.08353 -0.73001 1.03466
C3 0.40370 0.69571 0.75957
C4 0.49761 1.02608 -0.72217
C5 1.70542 0.40845 -1.37453
O3 2.84909 1.11273 -0.92569
H1 -3.21059 -0.22118 0.67529
H2 0.61371 -1.40743 0.60521
H3 -0.11172 -1.00916 2.09326
H4 -0.26294 1.39859 1.26437
H5 1.36461 0.88391 1.20666
H6 0.58469 2.11056 -0.84894
H7 -0.40267 0.78355 -1.29717
H8 1.60026 0.39899 -2.42857
H9 1.77406 -0.65818 -1.11284
H10 3.63416 0.56174 -0.99552

Model two:
This record from the Open Molecules 2025 dataset describes one molecule with the formula C5H10O3. The level of theory is ωB97M-V/def2-TZVPD.

charge	0
gap between HOMO and LUMO	10.61	eV

Cartesian coordinates (Å):
O1 1.63171 -1.46461 -2.95637
C1 1.30455 -1.21630 -1.79016
O2 1.44237 -2.23063 -0.94978
C2 0.72398 0.01098 -0.91346
C3 0.75148 -0.24796 0.58866
C4 -0.67165 -0.16415 1.16706
C5 -1.22922 1.40001 1.07386
O3 -1.87378 1.80469 -0.12965
H1 1.61725 -3.03913 -1.35141
H2 -0.35995 0.26603 -1.21489
H3 1.38968 0.79744 -1.21805
H4 1.43442 -0.98598 1.06623
H5 1.28093 0.77630 0.89130
H6 -0.71360 -0.40394 2.21881
H7 -1.47186 -0.71761 0.54004
H8 -0.36204 2.08146 1.27836
H9 -2.01704 1.48707 1.89447
H10 -2.87723 1.84632 -0.19501

Model three:
This record from the Open Molecules 2025 dataset describes C5H10O3 as an isolated structure. The level of theory is ωB97M-V/def2-TZVPD.

charge	0
gap between HOMO and LUMO	9.24	eV

Cartesian coordinates (Å):
C1 -1.30286 0.39086 1.78203
C2 0.79504 -0.41829 1.03585
O1 -0.41768 -0.70630 1.48829
O2 1.26868 0.76975 1.47189
O3 1.63191 -1.38182 0.79241
H1 2.22485 0.75487 1.32709
H2 -0.93542 0.95992 2.63512
H3 -1.38638 1.04391 0.91092
H4 -2.26255 -0.06444 2.01000
C3 -0.78279 -0.90882 -1.61749
C4 0.39210 -0.14925 -1.07074
C5 0.80989 1.01256 -1.56967
H5 1.27366 -0.99495 -0.39108
H6 -1.26508 -0.38141 -2.44688
H7 -0.48641 -1.90234 -1.96392
H8 -1.53139 -1.07436 -0.83891
H9 1.63974 1.55745 -1.13109
H10 0.33468 1.49266 -2.42384

Energetically preferred structure: model one | next structure: +43.4 kcal/mol